ORCA calculation (the ωB97M-V functional and the def2-TZVPD basis) on C55H46BrN6O5STi as an isolated structure.

Its total charge is -1. Its multiplicity is 1. The HOMO-LUMO gap (alpha / beta) is 4.5930 / 4.5994 eV. The total energy is -180956.24730 eV. As for the HOMO energy (alpha / beta): -3.1 / -3.1 eV.

Element x y z (Å)
Ti (0.27303, -0.89608, 1.68637)
C (-1.67820, -2.24389, 4.43975)
C (-0.31250, -2.11922, 5.06126)
C (-0.19770, -1.78049, 6.40309)
C (1.03806, -1.78240, 7.03062)
C (2.15889, -2.16798, 6.31639)
C (2.08057, -2.51153, 4.96897)
C (3.31613, -3.01494, 4.27656)
C (0.84042, -2.42839, 4.32648)
N (0.69689, -2.58174, 2.91779)
C (0.93663, -3.79287, 2.38079)
O (1.33734, -4.82020, 2.91590)
C (0.55532, -3.79841, 0.91578)
C (0.72793, -4.84717, 0.03065)
C (0.19658, -4.71145, -1.24800)
C (-0.51295, -3.56677, -1.59415)
C (-0.62264, -2.56465, -0.64773)
N (-0.06914, -2.69104, 0.54633)
C (-1.45380, -1.31925, -0.79834)
O (-2.09512, -1.18516, -1.83834)
N (-1.45929, -0.55561, 0.31161)
C (-2.55730, 0.35672, 0.35655)
C (-2.39118, 1.74179, 0.30473)
C (-1.04264, 2.38000, 0.16526)
C (-3.51487, 2.56141, 0.42335)
C (-4.77907, 2.03607, 0.59945)
C (-4.93461, 0.65677, 0.66254)
C (-3.84195, -0.18845, 0.54214)
C (-4.04171, -1.67551, 0.64517)
H (-2.41521, -1.66272, 4.99462)
H (-1.70260, -1.91991, 3.40010)
H (-1.99247, -3.29135, 4.44172)
H (-1.09113, -1.51586, 6.95776)
H (1.12400, -1.49787, 8.07203)
H (3.12625, -2.20324, 6.80532)
H (4.20623, -2.52627, 4.67475)
H (3.40203, -4.09298, 4.42285)
H (3.28197, -2.84650, 3.20417)
H (1.24437, -5.73741, 0.36112)
H (0.31507, -5.51116, -1.96877)
H (-0.98328, -3.43682, -2.55819)
H (-1.11259, 3.28436, -0.44005)
H (-0.64338, 2.64763, 1.15008)
H (-0.35221, 1.71296, -0.33184)
H (-3.37324, 3.63596, 0.37936)
H (-5.63804, 2.68928, 0.69375)
H (-5.91883, 0.22665, 0.81307)
H (-5.04941, -1.89998, 0.99564)
H (-3.90124, -2.15606, -0.32542)
H (-3.32679, -2.12977, 1.33723)
O (4.40530, 3.90166, 5.08521)
N (3.20622, 4.07457, 5.23706)
O (2.74630, 5.03231, 5.84326)
C (2.28048, 3.12180, 4.62071)
C (0.96605, 3.39179, 4.79875)
C (-0.05968, 2.56108, 4.26280)
C (-1.40135, 2.75063, 4.48930)
C (-2.29289, 1.79904, 3.95637)
C (-1.82831, 0.77116, 3.18316)
N (-0.51565, 0.57938, 2.85415)
C (0.36807, 1.46353, 3.47706)
C (1.69847, 1.15308, 3.33310)
N (1.90657, 0.00208, 2.60605)
C (3.20456, -0.35682, 2.41952)
C (4.25320, 0.33727, 2.93650)
C (4.04495, 1.52294, 3.68434)
C (2.75797, 1.95276, 3.88529)
H (0.68851, 4.26224, 5.37587)
H (-1.75320, 3.58887, 5.07680)
H (-3.35769, 1.87146, 4.12882)
H (-2.53457, 0.06336, 2.76807)
H (3.36897, -1.22401, 1.79619)
H (5.25954, -0.00968, 2.74601)
H (4.88635, 2.06998, 4.07034)
O (-0.47212, 1.67668, -2.75881)
S (-0.38878, 0.47959, -3.63659)
C (-1.93888, 0.46344, -4.59647)
C (-2.26057, 1.79677, -5.18266)
C (-2.01977, 2.06865, -6.52663)
C (-2.27038, 3.32962, -7.04914)
C (-2.76056, 4.33515, -6.22742)
C (-3.00222, 4.07160, -4.88578)
C (-2.75545, 2.81031, -4.36412)
C (0.81507, 0.96275, -4.90236)
C (0.96690, -0.03643, -6.01029)
C (1.03351, 0.38761, -7.33490)
C (1.18271, -0.52544, -8.36865)
C (1.26131, -1.88325, -8.09242)
C (1.20015, -2.31682, -6.77551)
C (1.05866, -1.40155, -5.74274)
H (-2.65052, 0.16521, -3.82489)
H (-1.87066, -0.33545, -5.33690)
H (-1.63734, 1.28104, -7.16692)
H (-2.08397, 3.52650, -8.09793)
H (-2.95597, 5.32053, -6.63190)
H (-3.38103, 4.85334, -4.23943)
H (-2.92640, 2.60541, -3.31424)
H (1.74228, 1.07340, -4.33630)
H (0.51998, 1.95021, -5.26406)
H (0.96472, 1.44714, -7.55296)
H (1.23582, -0.17500, -9.39202)
H (1.37429, -2.59833, -8.89735)
H (1.26757, -3.37351, -6.54888)
H (1.02389, -1.74758, -4.71605)
Br (4.45616, 0.93574, -3.52554)
C (3.31487, 0.39001, -2.09611)
C (2.83137, 1.33392, -1.20642)
C (2.02298, 0.91176, -0.16265)
C (1.61882, -0.41945, 0.01799)
C (2.16149, -1.32755, -0.90101)
C (3.00250, -0.94551, -1.94685)
H (3.09131, 2.37834, -1.31811)
H (1.70351, 1.66717, 0.54809)
H (1.96321, -2.39146, -0.82389)
H (3.41076, -1.68358, -2.62619)

Cartesian forces, eV/Å:
Ti 0.169 0.366 -0.074
C 0.004 0.010 -0.015
C -0.043 0.015 0.008
C -0.003 -0.003 -0.008
C 0.002 0.000 -0.011
C -0.012 -0.011 -0.004
C 0.030 -0.001 0.033
C -0.003 0.019 -0.021
C 0.065 0.075 -0.007
N 0.103 -0.043 0.104
C -0.056 0.010 -0.108
O -0.005 0.002 0.007
C 0.041 -0.026 0.066
C -0.050 -0.038 0.003
C -0.002 0.026 0.033
C -0.002 -0.056 0.000
C 0.009 -0.025 0.032
N -0.082 0.027 -0.137
C 0.063 -0.125 0.062
O -0.235 0.148 -0.116
N 0.143 -0.029 0.054
C -0.061 0.085 -0.036
C -0.047 0.060 -0.011
C -0.043 -0.021 0.029
C 0.070 -0.020 -0.038
C -0.025 -0.075 0.018
C -0.014 0.074 0.001
C 0.003 -0.004 0.002
C 0.003 -0.019 0.011
H 0.008 -0.006 -0.003
H 0.002 -0.007 0.022
H -0.005 -0.007 0.005
H 0.003 -0.003 -0.001
H 0.000 -0.001 -0.002
H 0.000 0.000 0.001
H -0.002 -0.001 -0.003
H 0.007 -0.003 0.006
H -0.005 -0.018 0.011
H -0.009 0.003 0.000
H 0.001 0.000 0.004
H -0.002 0.022 -0.006
H 0.007 0.023 0.029
H 0.005 -0.006 -0.039
H 0.080 -0.043 -0.052
H -0.007 -0.002 -0.001
H -0.002 -0.002 -0.002
H 0.003 0.002 -0.002
H 0.000 -0.004 -0.006
H -0.001 -0.008 0.004
H -0.004 0.020 -0.009
O -0.221 0.005 0.141
N 0.222 0.367 -0.169
O 0.062 -0.213 0.012
C -0.096 -0.187 -0.005
C 0.130 0.131 0.091
C -0.045 -0.058 -0.090
C -0.020 0.105 0.064
C -0.053 -0.139 -0.078
C -0.210 0.075 0.042
N -0.056 -0.228 0.103
C -0.021 -0.162 0.043
C -0.132 -0.004 -0.065
N 0.104 0.089 -0.065
C -0.001 -0.017 0.057
C 0.025 0.080 0.056
C 0.072 -0.109 -0.052
C -0.082 0.023 0.093
H 0.013 0.002 0.003
H 0.011 0.003 0.009
H -0.006 0.002 -0.001
H 0.076 0.055 0.066
H 0.011 -0.010 -0.004
H -0.001 -0.010 -0.002
H -0.021 -0.019 -0.015
O 0.000 0.013 0.056
S 0.259 -0.079 0.328
C -0.026 -0.014 -0.026
C -0.009 -0.001 -0.001
C -0.039 -0.007 -0.036
C -0.005 0.000 0.003
C 0.000 0.001 -0.001
C 0.000 -0.017 0.006
C 0.029 0.035 0.004
C -0.145 0.087 -0.186
C 0.028 -0.005 -0.024
C -0.038 -0.009 -0.013
C -0.009 -0.009 0.005
C 0.007 0.007 0.001
C -0.009 0.004 -0.013
C 0.041 -0.012 0.033
H -0.003 -0.033 -0.014
H 0.055 0.033 -0.021
H -0.009 0.016 0.009
H -0.002 -0.002 0.002
H 0.004 -0.001 0.002
H -0.001 -0.001 -0.002
H 0.001 -0.003 -0.018
H -0.050 -0.012 0.048
H 0.023 -0.020 -0.041
H 0.005 -0.002 0.000
H 0.000 -0.002 0.002
H -0.001 0.002 0.000
H 0.001 -0.001 0.001
H 0.012 0.008 0.011
Br 0.011 -0.010 0.007
C -0.004 -0.005 0.000
C 0.003 0.012 -0.033
C -0.086 0.027 -0.003
C 0.132 -0.214 -0.145
C 0.000 0.043 -0.055
C -0.003 -0.017 0.033
H 0.003 -0.001 0.001
H -0.015 0.031 0.004
H -0.021 -0.002 0.019
H 0.001 0.002 -0.006

ORCA calculation (the ωB97M-V functional and the def2-TZVPD basis) on C55H46Cl2GeI4N6Y as an isolated structure at a distorted geometry.

The energy relative to the best compared isomer or geometry (same formula, charge and spin) is 0.0 kJ/mol. Its total charge is -1. Its multiplicity is 1. The HOMO-LUMO gap (alpha / beta) is 4.6533 / 5.0681 eV. The total energy is -181729.08844 eV. As for the HOMO energy (alpha / beta): -3.5 / -3.6 eV.

Element x y z (Å)
Y (0.12431, 0.31267, -0.13784)
I (2.28698, 10.21045, 0.96849)
C (2.03319, 8.22923, 0.42888)
C (2.99852, 7.29409, 0.85969)
C (2.77359, 5.92167, 0.66443)
C (1.64030, 5.45466, 0.06549)
C (0.68511, 6.42384, -0.42190)
C (0.90729, 7.72548, -0.23863)
C (1.38993, 3.99820, 0.04574)
C (0.90476, 3.43007, -1.23973)
C (0.77996, 4.12721, -2.44827)
C (0.21590, 3.23088, -3.44509)
C (-0.10011, 2.07868, -2.76957)
C (-0.94267, 0.87671, -3.19793)
C (-1.67992, 1.34399, -4.46201)
C (-1.80733, 0.53157, -5.65392)
C (-2.71172, 0.90131, -6.70915)
C (-3.63818, 1.96905, -6.46154)
I (-4.95523, 2.45626, -8.00060)
C (-3.62198, 2.75010, -5.33356)
C (-2.55943, 2.47311, -4.36129)
C (0.01097, -0.28619, -3.29789)
N (0.39954, -0.86161, -2.09485)
C (1.30063, -1.85925, -2.34502)
C (2.03636, -2.66756, -1.45786)
C (2.64021, -3.85954, -2.04330)
C (2.04055, -4.64788, -3.09380)
C (2.79827, -5.63535, -3.67033)
C (4.03363, -6.06110, -3.22798)
I (5.16848, -7.64595, -4.18522)
C (4.65413, -5.34341, -2.19437)
C (3.91356, -4.33799, -1.57523)
C (2.25108, -2.28776, -0.07180)
C (2.65238, -3.13715, 1.00418)
C (2.74407, -2.39864, 2.15252)
C (2.31916, -1.10812, 1.79311)
N (2.12394, -0.99131, 0.39832)
C (2.47773, 0.01064, 2.68889)
C (2.17828, 1.38575, 2.37750)
C (2.48433, 2.51250, 3.21552)
C (2.09818, 3.64610, 2.53343)
C (1.59846, 3.18375, 1.20476)
N (1.64062, 1.82341, 1.15115)
C (2.81103, -0.23208, 4.12852)
C (3.95830, 0.32485, 4.71071)
C (4.29444, -0.00789, 6.05754)
C (3.43685, -0.74871, 6.91522)
I (3.95156, -0.93369, 8.97402)
C (2.25535, -1.21476, 6.33151)
C (1.95898, -0.90164, 4.99490)
C (1.48746, -1.90372, -3.73823)
C (0.70121, -0.89989, -4.29394)
N (0.31582, 2.18126, -1.39350)
H (3.88784, 7.67446, 1.36062)
H (3.51785, 5.19303, 0.89619)
H (-0.18358, 6.08453, -0.90378)
H (0.11272, 8.44364, -0.52802)
H (1.24967, 5.07144, -2.61249)
H (0.25050, 3.43860, -4.49099)
H (-1.07522, -0.28949, -5.72149)
H (-2.80462, 0.22599, -7.54746)
H (-4.30036, 3.56282, -5.03529)
H (-2.60394, 3.15585, -3.49634)
H (1.02075, -4.46728, -3.39692)
H (2.36752, -6.26152, -4.42952)
H (5.60064, -5.61686, -1.81365)
H (4.28081, -3.81601, -0.73519)
H (2.88915, -4.19908, 0.82843)
H (2.85122, -2.84298, 3.13730)
H (2.96692, 2.52136, 4.20069)
H (1.80941, 4.58619, 2.97950)
H (4.68651, 0.91696, 4.20443)
H (5.24148, 0.44007, 6.43647)
H (1.57970, -1.77891, 6.92311)
H (0.95808, -1.14881, 4.60694)
H (2.08765, -2.50431, -4.37297)
H (0.64688, -0.64704, -5.35502)
C (-3.00140, -1.86911, -4.14595)
Ge (-3.31227, -0.87060, -2.40162)
C (-5.15890, -0.11388, -2.66314)
C (-3.45906, -2.34946, -1.11315)
C (-1.95697, 0.59650, -1.98308)
H (-1.93040, -1.92858, -4.39553)
H (-3.57978, -1.35845, -4.91025)
H (-3.41289, -2.92551, -4.05008)
H (-4.95538, 0.95876, -3.02889)
H (-5.59121, -0.03393, -1.64040)
H (-5.79088, -0.64261, -3.40379)
H (-3.48933, -3.28628, -1.75865)
H (-4.22713, -2.22240, -0.35988)
H (-2.48986, -2.42067, -0.53281)
H (-2.58055, 1.53396, -1.90584)
Cl (-3.16326, 4.35531, 0.10785)
C (-3.53972, 3.13786, 1.34155)
Cl (-2.07057, 2.24625, 2.05821)
H (-4.16227, 2.42683, 0.84946)
H (-4.12405, 3.57875, 2.13198)
N (-1.14890, -0.80094, 1.45322)
C (-1.52373, -1.59841, 2.24097)
N (-1.91085, -2.37139, 3.22277)
C (-1.07969, -3.55180, 3.63745)
C (-0.93247, -3.55202, 5.15399)
C (-2.27445, -3.17352, 5.76943)
C (-3.47740, -3.22580, 4.83763)
C (-3.34142, -2.43373, 3.56153)
H (-0.05188, -3.36685, 3.25677)
H (-1.47533, -4.53539, 3.26848)
H (-0.19319, -2.79850, 5.52346)
H (-0.68269, -4.57622, 5.47783)
H (-2.20013, -2.12729, 6.15101)
H (-2.52850, -3.82236, 6.62826)
H (-4.36468, -2.83497, 5.36668)
H (-3.73078, -4.24545, 4.55529)
H (-3.70653, -1.42126, 3.66437)
H (-3.87791, -2.95581, 2.80014)

Cartesian forces, eV/Å:
Y 0.468 0.894 -1.252
I -0.120 0.230 -0.166
C 0.918 -2.039 0.445
C -0.654 0.863 -0.258
C 0.725 1.138 -0.067
C -1.753 0.259 -0.205
C 1.807 -2.718 0.794
C -0.745 3.426 0.280
C -0.965 -1.653 -0.770
C -0.805 0.056 0.731
C 0.373 -1.342 -1.014
C 1.462 1.632 1.906
C 0.326 -0.004 2.870
C -0.063 0.927 0.734
C -2.090 -0.428 -1.121
C -0.016 1.996 0.158
C 0.163 0.187 2.739
C 0.910 -1.098 -0.949
I -0.334 -0.001 -0.214
C 2.713 -0.487 2.289
C -1.444 -0.428 -1.147
C -0.223 -0.202 2.357
N -0.318 0.399 0.300
C 0.208 0.224 -1.454
C -0.146 0.495 1.903
C 0.785 -2.138 -0.229
C 1.085 1.388 1.681
C -0.448 -1.786 -0.664
C 1.489 0.820 0.369
I -0.791 0.863 0.454
C -1.818 -0.262 -0.135
C -1.230 0.440 -1.365
C 0.212 0.009 -1.080
C 0.475 -1.244 -0.832
C -1.005 -1.710 -0.298
C 1.094 2.757 -0.192
N -1.298 -0.923 1.534
C -1.334 0.782 -0.429
C 0.305 -0.982 -1.489
C -0.255 1.281 -0.109
C -1.164 -1.370 -0.614
C 0.870 1.542 -0.359
N 0.079 -1.096 1.595
C 0.597 0.794 -0.166
C 0.185 -1.895 2.149
C 0.030 0.909 0.065
C 0.679 0.738 -1.581
I -0.305 -0.130 -0.841
C 0.798 0.756 -0.177
C -0.792 -0.674 0.235
C -0.521 0.714 -0.863
C 0.510 -0.313 -1.942
N -0.231 0.473 -2.073
H -0.105 -0.319 -0.115
H 0.481 -0.156 0.482
H -1.034 -0.417 -0.470
H 0.630 -0.470 0.034
H 0.003 0.481 -0.332
H -0.532 -0.019 -0.434
H -1.100 0.377 -0.380
H -0.036 0.340 -0.260
H 0.204 -0.500 -0.781
H 0.480 -0.727 -0.310
H 0.053 0.098 -0.173
H -0.404 0.043 -0.418
H 0.870 -0.219 0.298
H 0.849 0.467 0.600
H -0.290 0.622 0.494
H 0.372 0.478 -0.090
H -0.619 -0.176 -0.505
H 0.773 0.335 -0.191
H 0.140 0.220 -0.666
H -0.862 -0.533 -0.121
H -0.715 -0.341 0.379
H 0.561 -0.203 0.144
H 0.632 -0.580 0.060
H 0.271 -0.190 0.468
C -0.231 -0.983 0.948
Ge 0.650 0.678 -1.144
C 0.815 1.506 0.149
C 1.936 -0.910 -0.014
C -0.416 -0.235 -0.092
H -0.483 0.003 -0.050
H 0.176 0.018 -0.237
H 0.471 1.177 -0.059
H -0.514 -1.513 0.406
H -0.224 -0.104 -0.807
H 0.269 0.217 0.657
H -0.504 0.977 1.171
H -0.492 -0.319 -0.136
H -0.832 0.088 -0.644
H 0.483 -0.749 0.085
Cl 0.260 -0.257 0.504
C 0.840 -0.242 -0.064
Cl -1.273 1.008 -0.677
H -0.022 -0.809 -0.295
H 0.378 0.284 0.412
N -1.361 -2.621 2.445
C 1.165 2.121 -1.521
N 0.251 -1.024 -0.128
C 1.364 0.515 -0.331
C -0.521 -0.031 0.348
C -0.743 0.779 1.169
C -0.817 -0.069 0.462
C 0.772 0.207 0.316
H -0.756 -0.367 -0.385
H 0.158 1.080 0.058
H -0.267 -0.964 -0.565
H 0.351 0.494 -0.135
H -0.124 -0.702 -0.103
H 0.299 0.423 -0.207
H 0.334 -0.275 -0.093
H 0.137 -0.269 0.191
H -0.086 0.262 -0.045
H -0.465 -0.075 -0.835